DFT (ωB97M-V with the def2-TZVPD basis set) results for a structure of composition C5H8O.

Element x y z (Å)
O 1.65 -1.30 0.95
C 1.19 -0.66 -0.12
C -0.73 -0.89 -0.14
C -1.23 0.53 0.12
C -0.03 1.44 0.02
C 1.15 0.84 -0.12
H 0.33 -1.28 0.64
H 1.43 -1.10 -1.11
H -0.83 -1.23 -1.17
H -1.22 -1.65 0.49
H -2.00 0.81 -0.60
H -1.69 0.62 1.11
H -0.15 2.52 0.08
H 2.10 1.36 -0.18

Calculated values
- 2S+1: 1
- Gap between HOMO and LUMO: 10.0 eV
- Relative energy (zero: lowest compared OMol25 entry of this formula, charge and spin): 427.4 kJ/mol
- Energy: -270.3951 a.u.



DFT (ωB97M-V with the def2-TZVPD basis set) results for a cluster of 2 separate species, C5H8O in total.

Element x y z (Å)
C -1.34 0.19 -0.80
C -1.25 1.47 -0.19
C -0.67 0.23 0.63
C 0.63 -0.15 0.60
C 1.97 -0.31 0.10
O 1.45 -0.90 1.34
H -0.57 0.06 -1.58
H -0.92 -1.86 -0.66
H -2.08 1.81 0.43
H -0.60 2.29 -0.54
H -1.23 -0.07 1.51
H -0.29 -2.19 -0.44
H 2.22 -1.05 -0.66
H 2.68 0.49 0.25

Calculated values
- 2S+1: 1
- Gap between HOMO and LUMO (spin up / spin down): 8.1 / 8.1 eV
- Relative energy (zero: lowest compared OMol25 entry of this formula, charge and spin): 668.9 kJ/mol
- Energy: -270.3031 a.u.



DFT (ωB97M-V with the def2-TZVPD basis set) results for a cluster of 2 separate species, C5H8O in total.

Element x y z (Å)
C -0.83 -0.60 -0.74
C 0.51 -0.61 -0.51
C 1.34 0.59 -0.84
C 0.71 0.49 0.52
C -0.67 1.05 0.78
O -1.58 0.19 0.02
H -1.42 -1.24 -1.40
H 0.88 1.30 -1.53
H 2.41 0.48 -0.94
H 1.35 0.29 1.38
H -0.82 2.08 0.43
H -0.98 0.97 1.82
H -0.77 -2.62 0.64
H -0.12 -2.37 0.37

Calculated values
- 2S+1: 1
- Gap between HOMO and LUMO: 8.4 eV
- SMILES: C1=C2C[C@H]2CO1.[H][H]
- Relative energy (zero: lowest compared OMol25 entry of this formula, charge and spin): 478.2 kJ/mol
- Energy: -270.3757 a.u.



DFT (ωB97M-V with the def2-TZVPD basis set) results for an isolated molecule of C5H8O.

Element x y z (Å)
C -1.50 -0.31 -0.37
C -0.77 0.91 0.21
C 0.54 0.25 0.65
C 1.74 0.00 -0.58
C 0.65 -0.93 -0.21
O -0.49 -1.05 -1.02
H -2.27 -0.07 -1.11
H -1.96 -0.90 0.44
H -0.64 1.67 -0.57
H -1.29 1.37 1.05
H 0.83 0.24 1.69
H 1.45 1.05 -0.19
H 2.67 -0.32 -0.09
H 0.92 -1.85 0.31

Calculated values
- 2S+1: 1
- Gap between HOMO and LUMO: 9.8 eV
- SMILES: C1C[C@@H]2C[C@@H]2O1
- Relative energy (zero: lowest compared OMol25 entry of this formula, charge and spin): 376.0 kJ/mol
- Energy: -270.4147 a.u.



DFT (ωB97M-V with the def2-TZVPD basis set) results for an isolated molecule of C5H8O.

Element x y z (Å)
C -0.54 -1.08 0.65
C -0.79 0.28 1.30
C 0.20 0.83 0.29
O 0.83 -0.59 0.13
C 0.91 -0.18 -1.36
C -0.27 0.71 -1.15
H -0.29 -1.94 1.27
H -1.25 -1.31 -0.15
H -0.46 0.30 2.34
H -1.78 0.70 1.17
H 1.01 1.50 0.63
H 0.90 -1.06 -2.02
H 1.94 0.25 -1.36
H -0.41 1.60 -1.76

Calculated values
- 2S+1: 1
- Gap between HOMO and LUMO: 7.2 eV
- Relative energy (zero: lowest compared OMol25 entry of this formula, charge and spin): 586.0 kJ/mol
- Energy: -270.3347 a.u.



DFT (ωB97M-V with the def2-TZVPD basis set) results for a cluster of 2 separate species, C5H8O in total.

Element x y z (Å)
C -0.66 -1.28 -0.98
C 0.68 -0.65 -0.68
C 0.93 0.77 -0.28
C 1.16 -0.13 0.62
H -1.42 -0.96 -0.27
H -0.57 -2.37 -0.93
H -0.98 -1.01 -2.00
H 1.51 -1.06 -1.24
H 1.28 1.69 -0.69
H 1.68 -0.44 1.52
C -0.87 1.35 1.21
O -1.02 0.30 1.79
H -1.45 1.61 0.30
H -0.27 2.18 1.63

Calculated values
- 2S+1: 1
- Gap between HOMO and LUMO: 9.5 eV
- SMILES: CC1C=C1.C=O
- Relative energy (zero: lowest compared OMol25 entry of this formula, charge and spin): 441.9 kJ/mol
- Energy: -270.3896 a.u.



DFT (ωB97M-V with the def2-TZVPD basis set) results for an isolated molecule of C5H8O.

Element x y z (Å)
C 1.45 0.21 0.60
C 0.37 0.43 -0.44
C -0.27 -0.92 -0.87
C -1.40 -0.52 0.05
O -1.05 0.47 1.45
C -1.01 0.89 0.16
H 1.11 -0.47 1.38
H 1.73 1.15 1.08
H 2.34 -0.23 0.13
H 0.65 1.07 -1.27
H 0.26 -1.86 -0.72
H -0.57 -0.87 -1.94
H -2.10 -1.14 0.58
H -1.52 1.79 -0.19

Calculated values
- 2S+1: 1
- Gap between HOMO and LUMO: 10.4 eV
- SMILES: C[C@H]1C[C@H]2O[C@@H]12
- Relative energy (zero: lowest compared OMol25 entry of this formula, charge and spin): 355.0 kJ/mol
- Energy: -270.4227 a.u.



DFT (ωB97M-V with the def2-TZVPD basis set) results for a structure of composition C5H8O.

Element x y z (Å)
C -1.11 0.93 0.76
C 0.08 0.20 0.20
C 0.95 0.55 -0.99
C -0.07 -0.54 -1.08
O 0.39 -1.78 -0.55
C 0.61 -1.14 0.73
H -1.31 1.84 0.18
H -1.04 1.19 1.81
H -1.98 0.27 0.63
H 0.73 1.49 -1.50
H 2.00 0.26 -1.00
H -0.94 -0.52 -1.72
H 1.68 -1.17 1.00
H 0.02 -1.58 1.54

Calculated values
- 2S+1: 1
- Gap between HOMO and LUMO: 10.1 eV
- Relative energy (zero: lowest compared OMol25 entry of this formula, charge and spin): 244.8 kJ/mol
- Energy: -270.4647 a.u.



- Number 5 is which compound?
  C5H8O



- What is the formula in the sixth record?
  C5H8O



- Which formula does entry 7 have?
  C5H8O



- What is the formula in the first record?
  C5H8O